Record 1
{
  "formula": "C23H37AsBrN3OTl",
  "method": "ωB97M-V/def2-TZVPD",
  "charge": 3,
  "homo_lumo_gap_ha": 0.255,
  "relative_energy_ev": 0.0000,
  "e_homo_ev": -14.4,
  "species": ["Tl", "Br", "As", "O", "N", "N", "N", "C", "C", "C", "C", "C", "C", "C", "C", "C", "C", "C", "C", "C", "C", "C", "C", "C", "C", "C", "C", "C", "C", "C", "H", "H", "H", "H", "H", "H", "H", "H", "H", "H", "H", "H", "H", "H", "H", "H", "H", "H", "H", "H", "H", "H", "H", "H", "H", "H", "H", "H", "H", "H", "H", "H", "H", "H", "H", "H", "H"],
  "xyz": [[-4.873, -3.186, -1.082], [-10.197, -0.259, -0.278], [6.154, 2.483, -0.088], [5.650, 3.394, 1.362], [7.050, 3.786, 3.123], [6.489, 5.506, 1.656], [-6.920, -2.574, 0.538], [-7.895, -2.668, -3.735], [-6.627, -5.602, -1.657], [-9.396, -2.140, 1.717], [8.441, 5.803, 3.117], [-3.845, -5.616, -4.266], [-5.841, -4.125, -3.894], [-7.085, -6.436, -0.494], [-7.016, -3.775, -3.222], [7.871, 4.684, 3.962], [-7.267, -3.217, 1.655], [-5.062, -5.207, -3.485], [5.924, 0.660, 0.393], [6.432, 4.251, 2.057], [-9.032, -1.471, 0.559], [-8.490, -3.027, 2.275], [7.964, 2.961, -0.435], [7.321, 6.497, 2.374], [-5.457, -5.922, -2.353], [5.633, 6.050, 0.598], [-7.786, -1.712, 0.005], [-7.391, -4.521, -2.102], [4.945, 3.012, -1.455], [6.883, 2.418, 3.622], [8.288, 2.407, -1.318], [9.176, 5.406, 2.413], [-7.696, -5.856, 0.198], [6.006, 1.952, 3.189], [8.660, 4.076, 4.400], [6.230, 0.050, -0.458], [8.030, 4.029, -0.635], [8.957, 6.519, 3.753], [7.708, 7.187, 1.626], [-6.540, -3.909, 2.064], [4.872, 0.484, 0.615], [6.545, 0.424, 1.254], [-8.309, -4.270, -1.583], [-3.352, -4.756, -4.718], [7.778, 1.828, 3.421], [-3.127, -6.145, -3.640], [5.127, 2.371, -2.320], [5.115, 4.051, -1.727], [-5.547, -3.562, -4.773], [-8.731, -3.568, 3.179], [3.926, 2.865, -1.098], [-4.133, -6.290, -5.075], [-8.562, -3.057, -4.507], [-10.364, -1.970, 2.168], [6.207, 6.211, -0.316], [-4.863, -6.768, -2.025], [-7.486, -1.197, -0.901], [7.247, 5.065, 4.773], [-6.245, -6.867, 0.050], [-8.523, -2.252, -2.947], [5.253, 7.012, 0.934], [6.673, 7.060, 3.050], [4.784, 5.400, 0.414], [8.587, 2.682, 0.414], [6.741, 2.469, 4.700], [-7.313, -1.865, -4.186], [-7.698, -7.265, -0.852]]
}

Record 2
{
  "formula": "C2H3ClSi",
  "method": "ωB97M-V/def2-TZVPD",
  "charge": 0,
  "homo_lumo_gap_ha": 0.395,
  "relative_energy_ev": 2.1547,
  "e_homo_ev": -10.2,
  "species": ["Cl", "Si", "C", "C", "H", "H", "H"],
  "xyz": [[-3.527, 0.042, -0.014], [1.055, 0.049, -0.045], [-0.691, 0.169, -0.340], [-1.892, 0.001, -0.190], [1.781, 1.050, 0.814], [1.331, -0.899, 0.931], [1.943, -0.412, -1.156]]
}

Record 3
{
  "formula": "C22H63BHgO8",
  "method": "ωB97M-V/def2-TZVPD",
  "charge": 0,
  "homo_lumo_gap_ha": 0.227,
  "relative_energy_ev": 0.0000,
  "e_homo_ev": -9.0,
  "species": ["Hg", "O", "O", "O", "O", "O", "O", "O", "O", "C", "C", "C", "C", "C", "C", "C", "C", "C", "C", "C", "C", "C", "C", "C", "C", "C", "C", "C", "C", "C", "C", "B", "H", "H", "H", "H", "H", "H", "H", "H", "H", "H", "H", "H", "H", "H", "H", "H", "H", "H", "H", "H", "H", "H", "H", "H", "H", "H", "H", "H", "H", "H", "H", "H", "H", "H", "H", "H", "H", "H", "H", "H", "H", "H", "H", "H", "H", "H", "H", "H", "H", "H", "H", "H", "H", "H", "H", "H", "H", "H", "H", "H", "H", "H", "H"],
  "xyz": [[-1.233, -13.265, -0.261], [3.676, -12.545, -2.000], [3.655, -21.225, 1.781], [-0.573, -11.820, 1.314], [4.002, -15.537, 6.111], [-0.228, -15.249, 0.611], [2.613, -16.864, -4.332], [-2.421, -16.981, -0.385], [-2.301, -16.242, 2.612], [-2.764, -18.296, -0.132], [3.285, -14.824, 5.140], [0.342, -9.677, 1.201], [-4.077, -18.599, -0.792], [1.238, -16.829, -4.015], [1.816, -19.530, 1.828], [1.051, -16.354, -2.581], [1.854, -15.370, 5.027], [3.917, -13.614, 0.077], [4.546, -11.102, -0.253], [0.958, -15.786, 1.109], [-1.279, -18.090, 3.822], [0.636, -18.207, -4.301], [1.604, -11.567, 2.461], [-1.554, -19.160, -0.720], [0.678, -11.145, 1.306], [4.515, -12.531, -0.890], [-3.421, -16.964, 4.634], [2.216, -21.005, 1.684], [-2.078, -16.782, 3.889], [1.469, -21.736, 2.793], [3.285, -13.384, 5.528], [0.442, -12.412, -1.868], [1.635, -15.460, -2.364], [2.960, -13.215, 0.415], [1.251, -15.177, 5.914], [1.843, -16.457, 4.948], [2.573, -11.086, 2.329], [1.732, -12.646, 2.557], [-1.900, -20.193, -0.764], [3.680, -14.567, -0.395], [1.501, -16.314, 0.325], [5.508, -12.861, -1.195], [-4.547, -19.484, -0.363], [-1.356, -18.860, -1.748], [4.247, -13.018, 5.890], [-0.910, -11.620, 2.190], [0.753, -12.974, -1.001], [1.360, -17.073, -1.823], [4.714, -10.376, -1.048], [-0.453, -18.258, -4.292], [1.547, -15.011, 1.600], [-1.602, -18.905, 3.175], [1.732, -22.792, 2.743], [3.623, -10.752, 0.210], [3.800, -22.157, 1.958], [2.364, -18.885, 1.140], [3.765, -14.982, 4.175], [1.273, -11.394, 0.427], [2.942, -15.962, -4.354], [1.192, -11.291, 3.431], [1.840, -21.431, 3.771], [-1.464, -16.028, 4.382], [-2.848, -18.472, 0.941], [-1.173, -18.500, 4.826], [1.195, -12.481, -2.637], [-0.296, -9.351, 2.023], [4.911, -15.228, 6.128], [1.902, -21.393, 0.715], [-0.623, -19.132, -0.153], [0.022, -16.086, -2.341], [-0.138, -9.332, 0.285], [-0.490, -12.848, -2.194], [0.118, -11.400, -1.681], [4.472, -13.746, 1.006], [-4.187, -17.487, 4.062], [-0.260, -17.822, 3.543], [2.579, -13.197, 6.337], [0.723, -16.567, 1.831], [2.001, -19.135, 2.827], [-1.619, -16.744, 0.086], [1.332, -15.037, 4.130], [-1.471, -16.050, 2.169], [0.403, -21.512, 2.831], [-3.865, -15.987, 4.826], [-4.765, -17.822, -0.458], [-4.138, -18.713, -1.875], [3.024, -12.735, 4.692], [2.761, -12.561, -1.708], [0.799, -16.077, -4.670], [0.761, -19.399, 1.588], [1.310, -9.179, 1.153], [0.983, -18.441, -5.307], [1.017, -18.951, -3.601], [-3.268, -17.414, 5.615], [5.293, -10.950, 0.526]]
}

Record 4
{
  "formula": "C5H3N",
  "method": "ωB97M-V/def2-TZVPD",
  "s_squared": 2.05,
  "charge": 0,
  "spin_multiplicity": 3,
  "homo_lumo_gap_ha": [0.220, 0.220],
  "relative_energy_ev": 2.4771,
  "e_homo_ev": [-5.9, -9.3],
  "species": ["N", "C", "C", "C", "C", "C", "H", "H", "H"],
  "xyz": [[-0.526, 0.511, -1.799], [0.706, 0.878, 1.422], [0.667, -0.212, 1.957], [0.434, 1.547, 0.266], [-0.641, -0.682, -1.356], [-0.028, 1.279, -0.836], [0.806, -0.900, 2.743], [-1.033, -1.421, -2.045], [-0.385, -1.000, -0.353]]
}

Record 5
{
  "formula": "C33H24CoN2O7S4",
  "method": "ωB97M-V/def2-TZVPD",
  "s_squared": 0.80,
  "charge": -2,
  "spin_multiplicity": 2,
  "homo_lumo_gap_ha": [0.172, 0.172],
  "e_homo_ev": [-0.9, -1.0],
  "species": ["Co", "S", "S", "S", "S", "O", "O", "O", "O", "O", "O", "O", "N", "N", "C", "C", "C", "C", "C", "C", "C", "C", "C", "C", "C", "C", "C", "C", "C", "C", "C", "C", "C", "C", "C", "C", "C", "C", "C", "C", "C", "C", "C", "C", "C", "C", "C", "H", "H", "H", "H", "H", "H", "H", "H", "H", "H", "H", "H", "H", "H", "H", "H", "H", "H", "H", "H", "H", "H", "H", "H"],
  "xyz": [[0.060, -0.438, 0.526], [-1.822, -1.550, 1.386], [0.423, 0.874, -1.806], [1.276, -1.812, 2.461], [-2.475, 1.598, -1.235], [0.767, 2.823, 1.358], [0.848, 4.722, 3.055], [0.464, -2.093, -0.500], [0.312, -8.205, 0.709], [-0.248, 0.900, 1.912], [-0.029, -6.377, 1.777], [1.512, -2.056, -2.508], [0.276, -6.987, 0.779], [2.301, 0.303, 0.640], [-2.445, -1.692, 4.027], [-0.919, 1.826, 4.409], [4.248, 2.196, 1.169], [2.777, 1.077, -0.343], [-0.898, -1.847, 5.867], [0.636, -6.217, -0.429], [1.341, -4.817, -2.664], [1.004, -2.594, -1.520], [-1.614, 4.211, -0.989], [-2.203, -1.769, 5.383], [-1.204, 2.276, 5.689], [1.009, 3.600, -1.586], [0.609, -4.835, -0.379], [-0.795, 3.552, 6.063], [-0.231, 2.622, 3.499], [-1.297, 2.863, -1.243], [3.771, 1.381, 2.175], [-0.665, 5.216, -1.030], [0.179, 3.912, 3.887], [0.064, 2.588, -1.512], [0.140, -1.862, 4.953], [0.978, -4.126, -1.515], [-0.099, -1.772, 3.584], [3.751, 2.037, -0.112], [1.337, -6.206, -2.697], [2.232, 0.844, -1.720], [-1.409, -1.679, 3.069], [0.116, 2.088, 2.131], [2.783, 0.450, 1.872], [2.223, -0.373, 3.012], [0.987, -6.925, -1.567], [-0.113, 4.366, 5.176], [0.659, 4.922, -1.342], [-3.460, -1.605, 3.659], [-1.736, 1.637, 6.382], [-2.646, 4.441, -0.751], [-0.697, -1.899, 6.930], [-1.013, 3.920, 7.060], [0.301, -4.307, 0.512], [2.689, 1.527, -2.437], [0.982, -8.004, -1.550], [1.629, -4.229, -3.526], [4.989, 2.958, 1.383], [1.165, -1.945, 5.299], [2.448, -0.178, -2.033], [2.041, 3.370, -1.820], [0.208, 5.363, 5.454], [-0.956, 6.239, -0.815], [-1.227, 0.839, 4.085], [1.553, 0.247, 3.610], [3.052, -0.688, 3.648], [0.937, 4.180, 2.201], [1.612, -6.732, -3.603], [-3.039, -1.757, 6.074], [4.120, 1.478, 3.195], [1.412, 5.701, -1.376], [4.095, 2.658, -0.928]]
}

Record 6
{
  "formula": "C43H49AsCl2IN6O4S2Sr",
  "method": "ωB97M-V/def2-TZVPD",
  "charge": -1,
  "homo_lumo_gap_ha": 0.255,
  "relative_energy_ev": 0.5865,
  "e_homo_ev": -4.7,
  "species": ["I", "Sr", "As", "Cl", "Cl", "S", "S", "O", "O", "O", "O", "N", "N", "N", "N", "N", "N", "C", "C", "C", "C", "C", "C", "C", "C", "C", "C", "C", "C", "C", "C", "C", "C", "C", "C", "C", "C", "C", "C", "C", "C", "C", "C", "C", "C", "C", "C", "C", "C", "C", "C", "C", "C", "C", "C", "C", "C", "C", "C", "C", "H", "H", "H", "H", "H", "H", "H", "H", "H", "H", "H", "H", "H", "H", "H", "H", "H", "H", "H", "H", "H", "H", "H", "H", "H", "H", "H", "H", "H", "H", "H", "H", "H", "H", "H", "H", "H", "H", "H", "H", "H", "H", "H", "H", "H", "H", "H", "H", "H"],
  "xyz": [[1.200, 0.096, -3.220], [-0.805, 0.765, 0.137], [-3.726, 1.067, 0.893], [-1.556, 2.473, -2.299], [-2.420, 6.693, 1.066], [-1.343, 3.702, 0.711], [2.085, -0.997, 2.009], [-1.783, -0.723, -1.368], [-1.920, -6.159, 0.877], [-1.433, -0.866, 2.167], [1.449, 1.213, 0.108], [4.121, -1.692, 0.448], [0.987, -2.492, -1.263], [-0.834, -0.821, 4.330], [3.615, 0.511, 0.317], [-0.063, 2.190, 2.979], [-3.968, -3.546, -1.696], [-3.224, -4.487, -1.106], [4.949, 4.206, -1.166], [0.722, -3.665, -5.291], [-1.139, -5.377, -0.024], [1.210, 1.500, 4.879], [-1.388, -2.991, -0.835], [-0.987, -1.452, 3.149], [-3.079, 6.098, -2.807], [-1.927, -4.265, -0.667], [-3.480, -2.323, -1.829], [-2.620, 4.807, -3.005], [2.661, 4.919, -1.352], [2.682, 1.396, 0.021], [-1.112, 0.603, 4.455], [2.238, 3.690, -0.862], [0.626, -4.608, -4.277], [2.271, 2.294, 4.484], [4.015, 5.178, -1.506], [5.127, -1.468, -0.588], [3.169, 2.714, -0.521], [-2.190, -1.951, -1.352], [0.955, 2.971, 2.619], [3.122, -3.912, 0.032], [-2.096, 4.102, -1.937], [-4.952, -0.453, 1.127], [3.313, -0.690, 0.866], [4.002, -3.057, 0.930], [2.141, 3.049, 3.330], [-4.744, 2.118, -0.412], [-3.002, 6.649, -1.538], [-0.580, -2.900, 3.104], [0.008, -2.619, -0.463], [0.066, 1.474, 4.091], [0.948, -1.924, -3.638], [0.831, -2.862, -2.615], [6.435, -0.938, -0.017], [-4.304, 2.072, 2.475], [-4.328, -1.280, -2.492], [-2.472, 5.915, -0.492], [4.528, 2.979, -0.677], [0.684, -4.207, -2.955], [-1.988, 4.594, -0.623], [0.883, -2.328, -4.966], [-1.924, 0.839, 3.771], [7.167, -0.778, -0.812], [6.007, 4.406, -1.286], [5.014, -3.468, 1.000], [-3.673, -5.470, -1.006], [4.729, -0.788, -1.338], [3.119, -4.950, 0.373], [0.805, 3.551, 1.716], [-4.781, -0.865, 2.122], [-5.068, -1.760, -3.129], [-3.495, 6.667, -3.629], [-4.743, -1.230, 0.393], [0.677, -3.964, -6.330], [-2.606, -5.582, 1.228], [-4.147, 1.470, 3.371], [0.633, -4.936, -2.158], [1.927, 5.674, -1.602], [-3.705, 2.980, 2.533], [-2.664, 4.336, -3.978], [3.186, 2.319, 5.062], [4.344, 6.137, -1.887], [-4.453, 3.162, -0.292], [5.298, -2.431, -1.074], [-5.363, 2.322, 2.394], [2.101, -3.527, 0.044], [-1.097, -3.382, 2.277], [0.961, -1.585, -5.748], [2.941, 3.681, 2.970], [-3.351, 7.654, -1.344], [-0.267, -4.963, 0.497], [-5.815, 2.009, -0.237], [-0.805, -3.422, 4.035], [1.184, 3.499, -0.711], [-4.857, -0.671, -1.752], [-0.356, -1.307, 5.068], [3.584, -3.019, 1.933], [-0.760, -6.076, -0.775], [6.861, -1.643, 0.701], [6.256, 0.007, 0.493], [0.228, -2.358, 0.574], [-4.495, 1.799, -1.423], [3.469, -3.897, -1.004], [-3.708, -0.595, -3.072], [0.498, -2.945, 2.925], [-1.451, 0.805, 5.473], [0.504, -5.657, -4.515], [5.234, 2.205, -0.412], [-5.991, -0.131, 1.043], [1.272, 0.891, 5.773]]
}

Record 7
{
  "formula": "C11H46N22O12",
  "method": "ωB97M-V/def2-TZVPD",
  "charge": 0,
  "homo_lumo_gap_ha": 0.346,
  "relative_energy_ev": 10.0419,
  "e_homo_ev": -9.5,
  "species": ["O", "O", "O", "O", "O", "O", "O", "O", "O", "O", "O", "O", "N", "N", "N", "N", "N", "N", "N", "N", "N", "N", "N", "N", "N", "N", "N", "N", "N", "N", "N", "N", "N", "N", "C", "C", "C", "C", "C", "C", "C", "C", "C", "C", "C", "H", "H", "H", "H", "H", "H", "H", "H", "H", "H", "H", "H", "H", "H", "H", "H", "H", "H", "H", "H", "H", "H", "H", "H", "H", "H", "H", "H", "H", "H", "H", "H", "H", "H", "H", "H", "H", "H", "H", "H", "H", "H", "H", "H", "H", "H"],
  "xyz": [[-2.647, 0.050, 10.187], [1.295, -0.963, 0.546], [-5.164, -1.792, -9.007], [-6.564, 1.208, 5.300], [0.608, -9.044, -2.209], [3.040, -2.680, 5.940], [-0.385, 5.969, -1.171], [0.409, -3.360, -5.211], [6.620, -3.878, -1.204], [2.290, 1.357, -8.145], [4.016, 4.926, 1.770], [-2.386, 8.432, 6.870], [-1.469, 7.445, -2.331], [0.104, 6.422, -3.298], [0.256, 0.774, -0.346], [-4.242, 9.332, 5.897], [-8.139, 2.230, 4.129], [-0.770, -0.814, 9.433], [-3.594, -1.106, -7.539], [3.142, 2.158, -6.244], [-6.102, 2.828, 3.759], [1.155, -7.670, -0.476], [-2.144, -0.308, 7.996], [2.750, -4.907, 6.266], [-3.117, 7.791, 4.988], [0.535, -5.529, -5.483], [-1.128, -4.904, -4.469], [0.643, 0.833, 1.772], [3.769, 3.003, -8.118], [0.842, -9.726, -0.084], [8.270, -2.426, -1.251], [6.274, -1.783, -1.861], [-2.999, -2.211, -9.289], [3.635, -4.203, 4.407], [-6.893, 2.064, 4.482], [-3.997, -1.661, -8.653], [3.055, 2.057, -7.520], [3.187, -3.863, 5.584], [-0.566, 6.562, -2.154], [7.038, -2.756, -1.515], [-0.110, -4.464, -5.086], [0.806, 0.125, 0.660], [-1.916, -0.330, 9.294], [-3.189, 8.558, 5.991], [0.921, -8.859, -1.030], [1.092, -9.372, 0.829], [-5.051, 8.879, 5.497], [0.176, -6.354, -5.024], [-1.371, -5.883, -4.514], [-0.141, -1.029, 8.673], [-8.535, 2.935, 3.524], [-3.580, 8.119, 4.152], [-0.078, 1.716, -0.199], [2.674, 1.401, -5.767], [1.459, -7.510, 0.474], [8.884, -3.210, -1.085], [-3.102, -0.087, 7.765], [-2.077, -2.257, -8.878], [-2.601, -1.093, -7.357], [0.903, 5.810, -3.218], [0.128, 0.351, -1.255], [2.408, -4.955, 7.215], [-5.129, 2.798, 4.029], [-6.539, 3.456, 3.099], [-3.234, -2.840, -10.044], [0.764, -6.881, -0.972], [-4.381, 9.859, 6.748], [-8.831, 1.609, 4.524], [0.072, 7.138, -4.010], [0.817, -10.726, -0.223], [5.286, -1.930, -2.016], [8.585, -1.476, -1.389], [-2.345, 7.143, 4.938], [-4.151, -0.272, -7.420], [1.449, -5.494, -5.910], [3.873, 2.711, -5.821], [3.882, -5.182, 4.413], [6.709, -0.873, -1.911], [1.042, 0.390, 2.588], [-2.087, 7.557, -1.540], [-0.298, -0.711, 10.320], [3.668, -3.641, 3.568], [3.912, 3.879, -7.637], [-1.609, 8.003, -3.161], [3.507, 3.320, -9.041], [-1.468, -0.604, 7.307], [3.079, 4.886, 1.583], [-1.869, -4.300, -4.143], [2.811, -5.781, 5.764], [4.226, 4.066, 2.134], [-0.068, 1.548, 1.816]]
}

Number 1: electronic energy -6119.5531 Ha. Number 2: electronic energy -827.5834 Ha. Number 3: electronic energy -1655.9057 Ha. Number 4: electronic energy -246.7427 Ha. Number 5: electronic energy -4883.7618 Ha. Number 6: electronic energy -6578.6851 Ha. Number 7: electronic energy -2554.4109 Ha.